{"formula": "O2S3", "method": "the ωB97M-V functional and the def2-TZVPD basis", "species": ["O", "S", "S", "O", "S"], "xyz": [[0.58, 0.28, 1.51], [-0.42, 2.33, -0.24], [-1.36, -2.66, -0.45], [1.13, -0.12, -0.88], [0.07, 0.17, 0.06]], "max_force_ev_per_a": 4.42, "multiplicity": 3, "total_energy_ha": -1344.94783, "charge": -2, "s_squared": 2.018, "orbital_gap_ev": [6.2, 5.4], "de_lowest_ev": 0.385}

{"formula": "C17H20N2O2", "method": "the ωB97M-V functional and the def2-TZVPD basis", "species": ["C", "H", "H", "C", "H", "H", "H", "C", "N", "C", "H", "C", "O", "C", "H", "H", "C", "H", "H", "C", "H", "C", "C", "H", "O", "C", "H", "C", "N", "C", "H", "H", "H", "C", "H", "H", "C", "H", "H", "C", "C"], "xyz": [[-3.84, 0.43, 0.27], [-0.88, -1.09, 0.19], [-5.89, -2.59, 0.29], [0.69, 1.64, -1.17], [2.43, 2.44, -0.17], [-4.50, -3.42, 0.04], [4.23, 1.99, 0.44], [4.35, 0.98, 0.19], [-0.41, 0.50, -0.83], [3.47, -1.20, 0.13], [-2.40, -1.61, -1.18], [-2.73, 0.25, -0.37], [-2.01, 2.45, -1.13], [5.65, -1.07, -0.45], [6.73, -1.47, -0.64], [0.35, 0.66, 1.89], [-4.06, -1.45, -0.26], [0.58, -1.14, -0.92], [-3.94, 1.71, 2.22], [5.45, 0.41, -0.06], [0.95, 2.32, 0.79], [0.83, -0.17, 1.27], [0.02, -0.43, 0.00], [2.57, -1.81, 0.31], [-4.78, -0.52, 0.54], [-4.94, -2.70, -0.28], [-5.30, 2.12, 0.96], [-1.74, 1.40, -0.69], [2.06, 0.50, 0.79], [1.48, 1.84, 0.20], [1.31, 1.03, -1.84], [0.23, 2.40, -1.69], [-3.62, 2.69, 0.63], [-2.86, -0.97, -0.82], [6.42, 1.12, -0.61], [-5.23, -2.94, -1.23], [-4.28, 1.73, 1.33], [4.68, -3.12, -0.25], [1.21, -1.10, 1.68], [3.18, 0.02, 0.42], [4.56, -1.81, -0.03]], "max_force_ev_per_a": 14.09, "total_energy_ha": -919.22240, "orbital_gap_ev": 8.0, "de_lowest_ev": 16.109}

{"formula": "C52H66BBiF2N6O4P2", "method": "the ωB97M-V functional and the def2-TZVPD basis", "species": ["H", "C", "H", "C", "C", "N", "C", "N", "H", "H", "H", "C", "O", "C", "H", "H", "C", "H", "C", "H", "C", "C", "C", "C", "C", "C", "H", "H", "H", "H", "C", "C", "B", "H", "C", "H", "H", "C", "C", "H", "C", "H", "H", "C", "H", "C", "C", "H", "C", "H", "C", "H", "C", "H", "H", "H", "C", "H", "H", "C", "H", "H", "C", "C", "H", "H", "C", "C", "C", "H", "H", "P", "C", "H", "H", "H", "N", "H", "H", "C", "N", "F", "H", "H", "H", "N", "H", "F", "H", "H", "H", "H", "O", "H", "H", "H", "C", "O", "P", "C", "H", "C", "H", "H", "H", "C", "H", "C", "H", "H", "H", "C", "H", "C", "N", "C", "C", "O", "C", "C", "H", "H", "C", "Bi", "H", "H", "C", "C", "C", "H", "C", "C", "H", "H"], "xyz": [[-0.04, 4.22, -4.62], [-4.93, -1.40, -0.09], [2.46, -4.02, 1.10], [-1.73, 1.49, 3.32], [5.26, 2.81, 3.82], [0.38, -2.39, -2.03], [3.24, -1.25, 3.70], [-0.16, -2.36, -3.30], [-5.33, 1.48, 4.72], [5.69, -3.57, 3.39], [5.95, 2.99, 4.64], [0.78, 4.16, 1.93], [2.18, -0.24, -2.67], [-4.75, -2.26, 1.17], [4.96, -4.08, 5.70], [1.65, -2.50, 0.79], [-4.32, 1.49, 4.33], [-2.34, 0.40, -7.22], [3.63, -2.40, -0.95], [-6.98, -0.85, 0.34], [1.18, 5.93, 3.51], [-2.18, -0.33, -6.43], [-3.37, 0.63, 4.85], [2.82, -1.55, 5.00], [-3.98, 2.36, 3.29], [1.16, 5.47, 2.20], [5.80, 4.61, 2.79], [-5.39, -3.72, -1.96], [0.39, -2.25, -6.10], [1.47, 6.95, 3.71], [-1.72, 0.38, -5.19], [1.81, 0.17, -1.60], [-1.54, -1.74, -3.74], [0.45, -0.36, 3.81], [0.83, 5.08, 4.55], [4.02, -2.21, -1.95], [3.31, -1.46, -0.51], [1.00, 0.54, 3.54], [1.68, -3.56, -3.40], [1.31, 1.07, 4.44], [1.52, -3.12, -2.10], [4.45, -2.79, -0.33], [2.01, -1.00, 5.46], [2.49, -3.43, -0.98], [-2.11, 4.97, -2.52], [0.43, 3.31, 2.97], [3.44, -2.56, 5.72], [0.76, 3.78, 0.91], [3.12, -4.81, -1.28], [-2.49, -4.65, -4.14], [4.89, -3.00, 3.84], [-0.61, 3.89, -0.93], [-1.18, 1.88, -3.67], [-3.64, -0.05, 5.65], [-3.12, -0.86, -6.26], [-4.72, 3.02, 2.88], [0.63, -3.05, -4.13], [-2.50, 4.22, -4.08], [-3.77, -2.11, 1.62], [-3.44, -4.12, -4.16], [4.23, 4.22, 0.92], [3.12, -2.79, 6.72], [-2.69, 2.35, 2.78], [3.58, 1.45, 2.76], [4.54, 0.96, 4.63], [-0.57, -3.69, -5.80], [0.38, -3.21, -5.59], [-0.65, -1.76, 1.38], [4.29, 3.51, 1.73], [4.22, 1.02, -2.00], [-2.42, 3.02, 1.97], [2.50, 0.01, 2.65], [-2.24, 4.02, -3.04], [-3.38, 0.06, 0.37], [-4.84, -3.32, 0.94], [-1.34, -0.04, 4.78], [-1.13, 0.70, -3.07], [-6.83, -2.38, -0.53], [-6.59, -0.85, -1.39], [-4.46, 0.03, 0.20], [-3.04, -1.44, -1.70], [-1.22, -2.98, 1.11], [-1.46, -1.13, 1.78], [-1.45, -1.06, -6.78], [1.18, -3.83, -6.01], [-2.68, -2.15, -2.80], [-1.68, 2.50, -5.76], [0.19, -1.98, 2.46], [2.83, 2.16, 0.89], [3.73, -5.11, -0.43], [3.77, -4.77, -2.16], [0.84, 5.45, 5.57], [2.39, 1.25, -1.03], [2.48, -4.16, -3.79], [0.31, 2.43, -1.32], [3.96, 2.54, -1.10], [-1.55, 1.73, -5.02], [-0.08, 1.41, 1.11], [-0.08, 1.63, 2.58], [0.45, 3.78, 4.29], [4.58, -1.77, 2.11], [-4.53, -3.08, -2.05], [-5.51, -2.01, 1.92], [-1.77, -2.25, -4.80], [-4.24, -4.86, -4.08], [3.50, 2.37, 1.71], [0.86, -4.02, 0.35], [-6.42, -1.37, -0.44], [2.36, -5.57, -1.44], [0.15, 3.13, 5.10], [-3.08, 3.49, -2.57], [4.27, -1.99, 3.13], [1.43, 6.13, 1.39], [4.47, 1.68, 3.81], [-1.46, -0.23, -4.01], [-0.96, 3.18, -2.94], [4.48, -3.28, 5.14], [2.32, -0.43, 1.25], [-4.17, -1.98, -1.25], [-3.56, -3.15, -3.02], [-4.96, 0.41, 1.09], [3.16, 2.27, -2.68], [1.82, -3.50, 0.39], [-0.25, -0.59, -0.69], [-1.43, 2.32, -1.00], [-4.68, 0.69, -0.65], [0.20, 3.94, -3.59], [3.50, 1.80, -1.76], [5.17, 3.73, 2.78], [0.42, 4.86, -3.03], [-2.07, 0.63, 4.35], [-0.65, 2.93, -1.46], [-3.52, -3.62, -5.12], [1.10, 3.33, -3.61]], "max_force_ev_per_a": 0.45, "total_energy_ha": -3772.65656, "orbital_gap_ev": 7.6}